Entry from the Open Molecules 2025 dataset: a structure of composition C32H39N6O3P2RuS3 (ωB97M-V/def2-TZVPD).

Summary:
Total energy   -102567.303 eV
Relative energy (zero: lowest compared OMol25 entry of this formula, charge and spin)   68.27 kJ/mol
Max |F|   0.0225 Eh/bohr
HOMO-LUMO gap (spin up / spin down)   7.254 / 7.118 eV
Lowest unoccupied orbital energy (spin up / spin down)   0.43 / -0.04 eV

The geometry in ORCA input format:
```
! wB97M-V def2-TZVPD RIJCOSX def2/J DEFGRID3
* xyz 0 2
Ru -0.064 -0.076 -0.027
C 3.028 0.450 3.515
C 2.126 0.641 2.324
N 1.487 -0.339 1.770
N 1.751 -1.573 2.374
C 0.789 -2.413 2.243
S -0.663 -2.141 1.395
S 0.992 -4.021 2.974
C 1.822 -3.569 4.535
C 0.872 -2.995 5.547
C 0.519 -1.648 5.523
C -0.384 -1.140 6.444
C -0.946 -1.969 7.403
C -0.602 -3.312 7.435
C 0.300 -3.819 6.512
C 2.022 2.005 1.803
C 3.088 2.902 1.952
C 2.975 4.212 1.539
C 1.758 4.658 1.017
C 0.687 3.804 0.879
C 0.809 2.448 1.236
O -0.208 1.629 1.087
H 2.737 -0.408 4.108
H 3.021 1.352 4.123
H 4.056 0.278 3.182
H 2.638 -2.893 4.294
H 2.250 -4.502 4.903
H 0.944 -0.996 4.770
H -0.650 -0.091 6.408
H -1.650 -1.571 8.123
H -1.034 -3.967 8.181
H 0.563 -4.870 6.538
H 4.015 2.557 2.393
H 3.812 4.890 1.637
H 1.652 5.690 0.708
H -0.251 4.140 0.460
N -2.697 1.619 -7.807
C -2.272 1.796 -6.503
C -3.151 2.283 -5.530
C -2.719 2.504 -4.237
C -1.400 2.235 -3.890
C -0.514 1.774 -4.854
C -0.942 1.553 -6.149
S -0.834 2.477 -2.234
O -1.529 3.613 -1.703
O 0.604 2.488 -2.320
N -1.202 1.124 -1.388
C -2.462 0.973 -0.865
N -3.559 1.563 -1.342
C -4.696 1.240 -0.741
C -4.788 0.335 0.307
C -3.599 -0.234 0.725
N -2.452 0.083 0.148
H -3.688 1.540 -7.957
H -2.143 1.018 -8.392
H -4.177 2.501 -5.800
H -3.394 2.881 -3.484
H 0.523 1.615 -4.587
H -0.242 1.208 -6.901
H -5.588 1.726 -1.125
H -5.733 0.096 0.771
H -3.543 -0.949 1.540
C 3.065 1.133 -1.343
P 1.946 -0.267 -1.068
C 3.114 -1.481 -0.358
C 1.715 -1.016 -2.731
C 0.863 -2.272 -2.547
P -0.668 -1.734 -1.697
C -1.672 -1.168 -3.111
C -1.529 -3.303 -1.352
H 3.929 0.779 -1.911
H 3.402 1.513 -0.379
H 2.559 1.936 -1.866
H 3.913 -1.654 -1.081
H 2.621 -2.424 -0.124
H 3.545 -1.104 0.565
H 2.688 -1.238 -3.174
H 1.218 -0.281 -3.370
H 1.364 -2.982 -1.885
H 0.651 -2.788 -3.485
H -1.672 -1.961 -3.861
H -1.287 -0.252 -3.546
H -2.701 -0.984 -2.799
H -1.710 -3.803 -2.306
H -2.484 -3.119 -0.861
H -0.935 -3.937 -0.700
*
```

Atom charges from the Löwdin analysis, given in e for atoms 1 to 4:
1. Ru 0.8319
2. C -0.0137
3. C -0.2584
4. N -0.0742

---

Entry from the Open Molecules 2025 dataset: a structure of composition C32H40BF6MgN4O9PS2Se (ωB97M-V/def2-TZVPD).

Summary:
Total energy   -176956.302 eV
Relative energy (zero: lowest compared OMol25 entry of this formula, charge and spin)   289.93 kJ/mol
Max |F|   0.0601 Eh/bohr
HOMO-LUMO gap   4.437 eV
Lowest unoccupied orbital energy   3.41 eV

The geometry in ORCA input format:
```
! wB97M-V def2-TZVPD RIJCOSX def2/J DEFGRID3
* xyz -2 1
Mg -1.003 0.991 -0.633
F -4.030 3.562 2.418
C -4.305 3.119 1.189
F -4.850 1.911 1.283
F -5.211 3.942 0.645
S -2.741 3.137 0.179
O -1.743 2.581 1.045
O -2.628 4.523 -0.172
N -3.216 2.193 -1.026
S -2.292 2.488 -2.280
O -2.426 1.571 -3.355
O -0.982 2.896 -1.821
C -3.083 4.064 -2.996
F -3.364 3.855 -4.295
F -4.235 4.371 -2.401
F -2.264 5.113 -2.939
C -4.249 -3.976 1.671
C -2.727 -4.134 1.496
O -2.004 -3.080 1.964
P -1.516 -1.716 0.027
O -1.975 -0.322 0.880
C -1.912 -0.264 2.314
C -3.266 -0.548 2.941
O 0.101 -1.534 0.480
C 0.925 -2.661 0.676
C 1.078 -2.980 2.157
H -4.789 -4.798 1.184
H -4.564 -3.032 1.222
H -4.517 -3.957 2.732
H -2.548 -4.297 0.405
H -2.430 -5.080 2.003
H -1.567 0.739 2.561
H -1.185 -0.996 2.665
H -4.045 0.015 2.426
H -3.266 -0.263 3.997
H -3.464 -1.613 2.851
H 1.901 -2.422 0.233
H 0.512 -3.530 0.147
H 1.498 -2.113 2.675
H 1.741 -3.839 2.301
H 0.082 -3.196 2.551
Se 3.251 0.493 -2.648
N 1.928 1.590 -3.003
C 2.110 2.044 -4.232
C 1.239 2.961 -4.883
C 1.542 3.371 -6.145
C 2.703 2.897 -6.823
C 3.556 2.010 -6.241
C 3.283 1.552 -4.922
N 4.031 0.697 -4.242
H 0.357 3.303 -4.360
H 0.885 4.069 -6.648
H 2.904 3.250 -7.828
H 4.433 1.643 -6.758
C 5.440 1.698 5.302
C 4.529 0.477 5.108
C 5.347 -0.807 5.313
C 3.437 0.512 6.181
C 3.947 0.512 3.692
C 4.787 0.296 2.599
C 4.324 0.313 1.283
C 2.987 0.575 1.084
O 2.277 0.683 -0.072
B 0.915 1.002 0.267
O 0.907 1.121 1.696
C 2.142 0.834 2.159
C 2.596 0.793 3.461
H 5.895 1.692 6.298
H 4.861 2.617 5.189
H 6.236 1.709 4.556
H 5.697 -0.876 6.347
H 6.219 -0.835 4.660
H 4.734 -1.683 5.094
H 3.892 0.423 7.170
H 2.733 -0.311 6.049
H 2.882 1.451 6.149
H 5.843 0.112 2.764
H 4.990 0.130 0.449
H 1.898 0.973 4.266
C -4.350 -1.192 -1.684
C -3.369 -1.781 -2.664
C -3.821 -2.559 -3.721
C -2.954 -3.033 -4.695
C -1.612 -2.693 -4.615
C -1.124 -1.928 -3.564
C 0.328 -1.559 -3.488
C -1.986 -1.487 -2.537
N -1.469 -0.830 -1.430
H -5.359 -1.568 -1.866
H -4.347 -0.103 -1.774
H -4.070 -1.423 -0.658
H -4.877 -2.809 -3.781
H -3.319 -3.652 -5.507
H -0.921 -3.049 -5.375
H 0.914 -2.077 -4.250
H 0.723 -1.786 -2.495
H 0.435 -0.481 -3.626
*
```

Atom charges from the Löwdin analysis, given in e for atoms 1 to 4:
1. Mg 0.5399
2. F 0.1357
3. C -0.6548
4. F 0.1410

---

Entry from the Open Molecules 2025 dataset: a structure of composition C32H40Cl2NOP3STc (ωB97M-V/def2-TZVPD).

Summary:
Total energy   -103300.138 eV
Max |F|   0.0536 Eh/bohr
HOMO-LUMO gap (spin up / spin down)   6.929 / 2.420 eV
Lowest unoccupied orbital energy (spin up / spin down)   -5.75 / -10.23 eV

The geometry in ORCA input format:
```
! wB97M-V def2-TZVPD RIJCOSX def2/J DEFGRID3
* xyz 2 4
P 0.012 -2.393 1.039
C -0.929 -3.974 0.983
C -0.599 -5.047 0.144
H 0.161 -4.928 -0.630
C -1.226 -6.287 0.311
H -0.922 -7.125 -0.315
C -2.224 -6.446 1.277
H -2.694 -7.420 1.420
C -2.621 -5.350 2.053
H -3.415 -5.462 2.793
C -2.000 -4.112 1.893
H -2.323 -3.249 2.480
C 1.102 -2.587 -0.433
C 0.565 -2.249 -1.692
H -0.399 -1.736 -1.749
C 1.247 -2.585 -2.861
H 0.801 -2.348 -3.827
C 2.489 -3.226 -2.791
H 3.010 -3.510 -3.706
C 3.057 -3.500 -1.548
H 4.029 -3.988 -1.476
C 2.380 -3.163 -0.371
H 2.837 -3.377 0.596
C 1.201 -2.793 2.385
C 1.405 -4.090 2.878
H 0.751 -4.907 2.567
C 2.459 -4.352 3.759
H 2.625 -5.375 4.099
C 3.288 -3.312 4.192
H 4.124 -3.525 4.859
C 3.033 -2.002 3.769
H 3.662 -1.183 4.125
C 1.984 -1.732 2.892
H 1.760 -0.707 2.590
Tc -1.934 2.303 0.215
C -0.335 3.316 -0.707
C 0.779 2.656 -1.104
H -0.388 4.405 -0.831
C 0.770 1.157 -0.907
O 1.838 0.786 0.007
H 1.945 -0.187 -0.003
C -0.534 0.839 -0.302
H 0.891 0.628 -1.865
C -1.432 0.275 0.405
Cl -2.758 4.673 -0.004
Cl -3.894 1.589 1.378
P -3.287 2.084 -1.624
C -4.897 2.956 -1.602
H -4.726 4.032 -1.708
H -5.383 2.774 -0.637
H -5.529 2.582 -2.417
C -2.518 2.692 -3.156
H -1.533 2.226 -3.273
H -2.384 3.777 -3.074
H -3.150 2.449 -4.020
C -3.816 0.389 -2.039
H -4.343 -0.039 -1.178
H -2.943 -0.231 -2.271
H -4.486 0.429 -2.908
P 2.224 3.585 -1.705
C 1.713 5.200 -2.286
C 2.994 2.657 -3.032
H 1.268 5.773 -1.461
H 0.974 5.101 -3.094
H 2.595 5.736 -2.669
H 3.129 1.612 -2.723
H 3.972 3.114 -3.245
H 2.367 2.701 -3.934
C 3.333 3.710 -0.303
H 3.033 4.569 0.310
H 4.360 3.844 -0.670
H 3.249 2.784 0.283
H -1.852 -0.619 0.839
S 0.346 3.654 4.113
C -1.217 4.474 4.040
C -1.938 4.027 2.965
N -1.262 3.090 2.178
C -0.062 2.784 2.691
H -1.537 5.248 4.721
H -2.921 4.353 2.647
H 0.643 2.081 2.255
*
```

Atom charges from the Löwdin analysis, given in e for atoms 1 to 4:
1. P 1.1195
2. C -0.3257
3. C 0.0320
4. H 0.1308

---

Entry from the Open Molecules 2025 dataset: a structure of composition C32H40HfN5OP2 (ωB97M-V/def2-TZVPD).

Summary:
Total energy   -63191.002 eV
Max |F|   0.1106 Eh/bohr
HOMO-LUMO gap (spin up / spin down)   5.195 / 5.205 eV
Lowest unoccupied orbital energy (spin up / spin down)   -6.97 / -6.96 eV

The geometry in ORCA input format:
```
! wB97M-V def2-TZVPD RIJCOSX def2/J DEFGRID3
* xyz 2 2
Hf -1.447 1.726 -1.107
C -0.435 2.699 2.354
C -0.003 1.898 1.321
C -0.094 0.377 1.433
C -1.504 -0.214 1.079
C -2.449 -0.260 2.365
C -2.345 0.280 3.594
C -1.212 0.979 4.281
C -0.466 2.276 3.753
C -2.575 1.351 -2.868
H -0.517 3.770 2.169
H 0.762 2.309 0.606
H 0.225 0.075 2.449
H 0.754 -0.078 0.858
H -2.012 0.008 -0.066
H -1.373 -1.279 0.785
H -3.454 -0.630 2.051
H -3.235 0.189 4.246
H -0.455 0.234 4.606
H -1.626 1.290 5.255
H -0.882 3.111 4.357
H 0.585 2.144 4.079
H -3.310 2.152 -3.001
H -3.121 0.414 -3.026
H -1.852 1.462 -3.695
P -0.161 -2.253 -1.296
P 2.114 0.656 -1.389
N -0.342 -3.774 -0.240
N 0.022 -3.234 -2.757
N 3.213 0.689 0.039
N 3.566 1.167 -2.372
C 1.632 -2.121 -0.955
C 2.426 -1.095 -1.777
C -1.547 -4.204 0.319
C -1.296 -5.281 1.174
C 0.115 -5.510 1.160
C 0.659 -4.610 0.249
C -0.895 -3.199 -3.820
C -0.583 -4.204 -4.730
C 0.546 -4.914 -4.195
C 0.901 -4.300 -2.999
C 3.063 1.508 1.158
C 3.852 1.021 2.199
C 4.533 -0.131 1.694
C 4.143 -0.302 0.384
C 4.897 0.784 -2.206
C 5.709 1.482 -3.080
C 4.843 2.294 -3.878
C 3.537 2.049 -3.447
H 2.143 -3.080 -1.131
H 1.760 -1.964 0.126
H 3.486 -1.377 -1.734
H 2.219 -1.178 -2.850
H -2.469 -3.716 0.050
H -2.030 -5.832 1.738
H 0.687 -6.223 1.733
H 1.688 -4.531 -0.059
H -1.686 -2.467 -3.804
H -1.088 -4.399 -5.668
H 1.025 -5.781 -4.624
H 1.721 -4.541 -2.339
H 2.471 2.412 1.113
H 3.907 1.402 3.216
H 5.210 -0.807 2.202
H 4.586 -1.015 -0.303
H 5.235 0.094 -1.467
H 6.784 1.410 -3.096
H 5.151 2.973 -4.659
H 2.588 2.420 -3.787
O -2.981 2.520 -0.141
N -3.949 3.270 0.694
C -3.727 4.601 0.827
C -4.476 5.313 1.766
C -5.352 4.630 2.631
C -5.794 3.376 2.177
C -5.011 2.643 1.272
H -2.964 5.028 0.189
H -4.398 6.398 1.791
H -5.719 5.077 3.570
H -6.761 2.941 2.461
H -5.164 1.601 0.997
*
```

Atom charges from the Löwdin analysis, given in e for atoms 1 to 4:
1. Hf 1.4952
2. C -0.0732
3. C -0.2547
4. C -0.2272